The following is a quantum chemistry calculation of an isolated molecule of C17H16ClN3O2S, from the Open Molecules 2025 dataset.

Geometry (Å):
N (1.11538, 2.84731, 2.64148)
S (1.30724, 3.82595, 1.27728)
O (2.48292, 4.62356, 1.46813)
O (0.05166, 4.46266, 1.01249)
C (1.62223, 2.58086, 0.04593)
C (2.92406, 2.28621, -0.30460)
C (3.16398, 1.27821, -1.22192)
C (2.10550, 0.57276, -1.78710)
C (2.36767, -0.59424, -2.69343)
C (2.64251, -1.85242, -1.83847)
N (1.60276, -2.09349, -0.86994)
C (0.33467, -2.48095, -1.20181)
C (0.05043, -3.18007, -2.36508)
C (-1.24977, -3.62501, -2.60276)
N (-2.26111, -3.42494, -1.80068)
C (-2.03557, -2.73192, -0.66853)
C (-3.13908, -2.50528, 0.18049)
C (-2.98028, -1.78538, 1.33069)
Cl (-4.32777, -1.50217, 2.37483)
C (-1.73166, -1.25519, 1.68544)
C (-0.64760, -1.47544, 0.88068)
C (-0.75548, -2.22193, -0.30905)
C (0.80023, 0.89942, -1.42849)
C (0.55551, 1.90468, -0.50923)
H (1.81574, 3.05016, 3.33661)
H (0.18852, 2.93618, 3.02636)
H (3.72389, 2.85418, 0.14266)
H (4.17799, 1.03532, -1.50408)
H (1.49776, -0.77870, -3.32495)
H (3.23257, -0.40640, -3.32978)
H (3.57623, -1.72201, -1.28665)
H (2.75054, -2.72380, -2.48674)
H (1.66175, -1.49135, -0.06340)
H (0.81963, -3.40173, -3.08636)
H (-1.47068, -4.17872, -3.50670)
H (-4.09307, -2.91187, -0.11244)
H (-1.63668, -0.67736, 2.59102)
H (0.29894, -1.04787, 1.18077)
H (-0.02720, 0.36218, -1.86876)
H (-0.44672, 2.17709, -0.22115)

Results
Relative energy (zero: lowest compared OMol25 entry of this formula, charge and spin), kJ/mol: 122.0
Max |F|, eV Å⁻¹: 0.8
Kohn-Sham gap, eV: 8.538
Structure (SMILES): NS(=O)(=O)c1ccc(CCNc2ccnc3cc(Cl)ccc23)cc1
Lowest unoccupied orbital energy, hartree: 0.00700

Here are the Mulliken charges for atoms 1 to 2, given in e: number 1, N, carries -0.5265; number 2, S, carries 1.2871

The following is a quantum chemistry calculation of a structure of composition C17H16ClN3O4PtS, from the Open Molecules 2025 dataset.

Geometry (Å):
Pt (1.15437, -0.23652, -0.24722)
Cl (-0.81235, 7.41388, 0.17519)
C (-0.35247, 5.73323, 0.09963)
C (0.99366, 5.38419, -0.03775)
C (1.34701, 4.06639, -0.09494)
C (0.41058, 2.98476, -0.02556)
O (0.96184, 1.82442, -0.11008)
C (-0.95753, 3.37382, 0.12576)
C (-2.12558, 2.51437, 0.26346)
O (-2.19487, 1.30476, 0.28834)
C (-1.28947, 4.74593, 0.18004)
H (1.74587, 6.16028, -0.09953)
H (2.38527, 3.78309, -0.20563)
H (-3.06257, 3.09979, 0.38360)
H (-2.33285, 5.01262, 0.29674)
O (3.03605, 0.40006, -0.13656)
N (3.95974, -0.57823, -0.14235)
C (5.24115, -0.16001, -0.04190)
C (6.26959, -1.05523, -0.04587)
C (5.97370, -2.41915, -0.15414)
C (4.66829, -2.82085, -0.25317)
C (3.62555, -1.87994, -0.24962)
S (1.96373, -2.31326, -0.36742)
H (5.34421, 0.91123, 0.03719)
H (7.28425, -0.69671, 0.03576)
H (6.76921, -3.15134, -0.15754)
H (4.39959, -3.86414, -0.33457)
N (-0.69153, -0.93516, -0.29346)
C (-1.77489, -1.28037, -0.43683)
N (-3.04052, -1.61020, -0.57582)
C (-3.95175, -1.30359, 0.53584)
C (-4.04289, -2.50748, 1.45771)
O (-4.42619, -3.66620, 0.73481)
C (-3.48316, -3.99085, -0.27027)
C (-3.36220, -2.85987, -1.27916)
H (-4.92830, -1.08366, 0.10173)
H (-3.58868, -0.41601, 1.05080)
H (-4.79924, -2.34928, 2.22484)
H (-3.07385, -2.67540, 1.94755)
H (-3.83507, -4.90201, -0.75215)
H (-2.50266, -4.18869, 0.18484)
H (-4.31376, -2.70767, -1.79107)
H (-2.59127, -3.06101, -2.02124)

Results
Relative energy (zero: lowest compared OMol25 entry of this formula, charge and spin), kJ/mol: 19.4
Max |F|, eV Å⁻¹: 0.8
Kohn-Sham gap, eV: 7.242
Lowest unoccupied orbital energy, hartree: 0.00511

Here are the Mulliken charges for atoms 1 to 2, given in e: number 1, Pt, carries 0.9633; number 2, Cl, carries -0.2442

The following is a quantum chemistry calculation of an isolated molecule of C17H16ClNO3S2, from the Open Molecules 2025 dataset.

Geometry (Å):
C (-3.87648, -2.76162, -1.24580)
S (-3.32667, -2.28908, 0.41834)
O (-2.09848, -2.97748, 0.70747)
O (-4.42823, -2.44365, 1.32630)
C (-2.95798, -0.53913, 0.24626)
C (-3.93535, 0.40556, 0.49623)
C (-3.63511, 1.74753, 0.34761)
C (-2.35939, 2.12787, -0.05497)
Cl (-1.99426, 3.79774, -0.21434)
C (-1.36913, 1.17380, -0.29737)
C (-0.00047, 1.56564, -0.78268)
O (0.17761, 2.27750, -1.74647)
N (0.99459, 1.02638, -0.04845)
C (2.39689, 1.16483, -0.41707)
C (3.16138, 1.98646, 0.62120)
C (3.30694, 1.24353, 1.93463)
S (4.40195, -0.19852, 1.74070)
C (3.82258, -0.87343, 0.21740)
C (4.29364, -2.14755, -0.09781)
C (3.90740, -2.77263, -1.26336)
C (3.03914, -2.13081, -2.13446)
C (2.58406, -0.86430, -1.82906)
C (2.97093, -0.21024, -0.66194)
C (-1.68683, -0.17059, -0.14208)
H (-4.76516, -2.19047, -1.47930)
H (-4.09682, -3.82186, -1.23356)
H (-3.07332, -2.54765, -1.93851)
H (-4.91005, 0.07737, 0.82084)
H (-4.37690, 2.50532, 0.54270)
H (0.76791, 0.40333, 0.71100)
H (2.38557, 1.72143, -1.36224)
H (4.15146, 2.22263, 0.22602)
H (2.62653, 2.92396, 0.78880)
H (3.78284, 1.86474, 2.69249)
H (2.34574, 0.89665, 2.31630)
H (4.96296, -2.63465, 0.59493)
H (4.27777, -3.76032, -1.49155)
H (2.72560, -2.61346, -3.04724)
H (1.91562, -0.35008, -2.50535)
H (-0.95419, -0.94382, -0.32116)

Results
Max |F|, eV Å⁻¹: 0.9
Kohn-Sham gap, eV: 8.403
Structure (SMILES): CS(=O)(=O)c1ccc(Cl)c(C(=O)N[C@H]2CCSc3ccccc32)c1
Lowest unoccupied orbital energy, hartree: 0.00392

Here are the Mulliken charges for atoms 1 to 2, given in e: number 1, C, carries -1.0154; number 2, S, carries 1.2856

The following is a quantum chemistry calculation of an isolated molecule of C17H16F2OS2 at a distorted geometry, from the Open Molecules 2025 dataset.

Geometry (Å):
C (-3.49896, 3.61566, -0.76059)
C (-3.52314, 2.84467, 0.54113)
C (-4.93815, 2.26073, 0.71368)
O (-2.63241, 1.67628, 0.62915)
C (-1.27315, 1.84702, 0.71298)
S (-0.57484, 3.31058, 0.36053)
S (-0.46006, 0.39132, 1.20212)
C (1.49157, -0.32525, 0.38207)
C (1.17658, -0.74333, -1.03239)
C (1.18603, 0.19117, -2.07880)
C (0.55016, -0.13546, -3.28859)
C (0.13579, -1.45531, -3.55008)
C (0.29343, -2.40871, -2.55310)
F (-0.10697, -3.71112, -2.79118)
C (0.80759, -2.08062, -1.29578)
C (2.32782, -1.24633, 1.16620)
C (2.73064, -0.84744, 2.46591)
C (3.50613, -1.68341, 3.26396)
C (3.96431, -2.93447, 2.78163)
C (3.59896, -3.30574, 1.49471)
F (4.01183, -4.53473, 1.00737)
C (2.87547, -2.46897, 0.65355)
H (-4.28484, 4.38105, -0.62785)
H (-2.55589, 4.14597, -0.96176)
H (-3.75023, 2.97513, -1.62355)
H (-3.30331, 3.53992, 1.37238)
H (-5.65333, 3.09168, 0.81705)
H (-5.21767, 1.65845, -0.16250)
H (-4.99899, 1.60200, 1.58647)
H (1.79409, 0.71628, 0.56633)
H (1.64026, 1.17470, -1.88644)
H (0.43217, 0.64823, -4.04545)
H (-0.25456, -1.74197, -4.53302)
H (0.93221, -2.90063, -0.58592)
H (2.46119, 0.16953, 2.77368)
H (3.75166, -1.34378, 4.27684)
H (4.59658, -3.57915, 3.38812)
H (2.76204, -2.79398, -0.37885)

Results
Relative energy (zero: lowest compared OMol25 entry of this formula, charge and spin), kJ/mol: 0.0
Max |F|, eV Å⁻¹: 2.4
Kohn-Sham gap, eV: 6.864
Structure (SMILES): CC(C)OC(=S)SC(c1cccc(F)c1)c1cccc(F)c1
Lowest unoccupied orbital energy, hartree: -0.05232

Here are the Mulliken charges for atoms 1 to 2, given in e: number 1, C, carries -1.1094; number 2, C, carries 0.3330

- Look up the max |F| of the first one.
  0.8 eV Å⁻¹

- Which value of Kohn-Sham gap does entry 2 give?
  7.242 eV

- What is the formula in the second record?
  C17H16ClN3O4PtS